Entry from the Open Molecules 2025 dataset: a cluster of 2 separate species, C32H50BClN3O4Si in total (ωB97M-V/def2-TZVPD).

The geometry in ORCA input format:
```
! RIJCOSX wB97M-V def2-TZVPD def2/J DEFGRID3
* xyz 1 1
C -2.0160 -4.0562 -5.3447
C -1.0112 -3.0230 -4.8672
Cl 0.5026 -3.8407 -4.3757
C -0.7117 -1.9730 -5.9302
C 0.2168 -0.8719 -5.4416
O 1.4051 -0.7277 -6.1810
B 1.9706 0.5267 -5.6600
C 3.1831 0.1557 -4.5446
C 4.4039 -0.4424 -5.1831
O 5.2880 -0.9380 -4.1521
Si 6.8017 -0.2856 -4.0483
C 7.7458 -0.7079 -5.6048
C 7.6695 -1.0277 -2.5797
C 6.7311 1.5695 -3.8036
O 0.8754 1.2342 -4.9997
C -0.2988 0.5457 -5.4214
C -1.5585 0.8506 -4.6004
C -1.3316 1.6388 -3.2991
C -2.1014 1.0442 -2.1223
N -1.5551 -0.2217 -1.6275
C -1.1676 -0.2595 -0.2327
C 0.3000 -0.0310 0.0690
C 1.3115 -0.1628 -0.8745
C 2.6416 0.0583 -0.5323
C 2.9832 0.4072 0.7667
C 1.9890 0.5292 1.7278
C 0.6751 0.3178 1.3665
O -0.3391 0.4171 2.3219
H -2.8851 -3.5389 -5.7544
H -2.3539 -4.6789 -4.5182
H -1.5880 -4.6958 -6.1130
H -1.4163 -2.5244 -3.9851
H -0.2490 -2.4729 -6.7811
H -1.6703 -1.5437 -6.2340
H 0.4828 -1.0762 -4.3883
H 2.5672 1.1754 -6.5335
H 3.4553 1.0641 -4.0022
H 2.7624 -0.5721 -3.8472
H 4.9155 0.3052 -5.7968
H 4.1404 -1.2892 -5.8167
H 7.7342 -1.7945 -5.7121
H 8.7835 -0.3770 -5.5614
H 7.2730 -0.2920 -6.4940
H 7.1021 -0.8831 -1.6598
H 7.8618 -2.0915 -2.7090
H 8.6273 -0.5173 -2.4628
H 7.6856 1.9240 -3.4114
H 6.5006 2.1192 -4.7151
H 5.9663 1.8218 -3.0659
H -0.4507 0.8566 -6.4655
H -2.0254 -0.1059 -4.3429
H -2.2684 1.3690 -5.2420
H -1.7062 2.6572 -3.4347
H -0.2731 1.7226 -3.0706
H -2.1293 1.7725 -1.3065
H -3.1331 0.8829 -2.4517
H -2.1529 -0.9973 -1.8530
H -1.7191 0.5029 0.3313
H -1.4443 -1.2285 0.1893
H 1.0665 -0.4389 -1.8914
H 3.4039 -0.0491 -1.2870
H 4.0212 0.5624 1.0257
H 2.2397 0.7752 2.7520
H -0.2492 1.2525 2.7888
C -3.4936 1.0952 12.3907
N -3.6462 1.0091 10.9295
C -2.9272 0.0860 10.2455
C -3.0538 -0.0496 8.8930
C -3.9496 0.7690 8.1818
C -4.6723 1.7250 8.9173
C -4.5013 1.8236 10.2703
C -4.1318 0.6241 6.7441
C -5.4149 0.5374 6.1739
C -5.5574 0.4265 4.8182
N -4.4796 0.4058 4.0016
C -3.2330 0.4766 4.5239
C -3.0324 0.5788 5.8709
C -4.6288 0.3219 2.5385
H -2.4495 1.2766 12.6344
H -3.8250 0.1629 12.8426
H -4.1001 1.9141 12.7619
H -2.2643 -0.5348 10.8302
H -2.4707 -0.8071 8.3887
H -5.3580 2.4019 8.4283
H -5.0321 2.5507 10.8659
H -6.3012 0.5405 6.7918
H -6.5244 0.3475 4.3451
H -2.4157 0.4463 3.8134
H -2.0194 0.6427 6.2421
H -4.0845 -0.5448 2.1706
H -4.2300 1.2266 2.0848
H -5.6815 0.2249 2.2958
*
```

Total energy ... -67724.629 eV
Frontier orbital gap ... 1.0 eV
Molecular weight ... 615.12 g/mol